The following is a quantum chemistry calculation of one molecule with the formula C4H8N2O2, from the Open Molecules 2025 dataset.

The geometry in XYZ format:
```
16
C4H8N2O2 ωB97M-V with the def2-TZVPD basis set
N -0.2170 2.1488 1.5646
C 0.1251 1.0014 0.7602
C -1.0382 0.5126 -0.0935
O -2.0211 1.2048 -0.2751
N -0.9375 -0.6879 -0.7492
C 0.1140 -1.6761 -0.5138
C 1.4478 -1.2003 -1.0670
O 2.4044 -0.9431 -0.3878
H -0.5869 1.8991 2.4661
H -0.8171 2.7300 1.0292
H 0.6405 0.2241 1.3058
H 0.8291 1.3198 -0.0143
H -1.6243 -0.9543 -1.4293
H -0.0861 -2.6398 -0.9864
H 0.2494 -1.8555 0.5570
H 1.5179 -1.0836 -2.1665
```

**Energy above the lowest of the compared OMol25 structures with the same formula, charge and spin**: 36.4 kcal per mole

Results of the natural (NBO) charge analysis, in e, for atoms 1 through 6:
1 N -0.8213
2 C -0.3291
3 C 0.6585
4 O -0.6149
5 N -0.6240
6 C -0.3312

***

The following is a quantum chemistry calculation of C22H32CdCl2F4O25S as an isolated structure, from the Open Molecules 2025 dataset.

The geometry in XYZ format:
```
87
C22H32CdCl2F4O25S ωB97M-V with the def2-TZVPD basis set
Cd 1.2946 0.3468 -2.1773
S -0.8053 0.3942 -0.5205
O -1.4628 1.5640 0.0524
O -1.3618 -0.8636 -0.0926
O -0.6893 0.4594 -1.9927
O 0.6915 0.3935 -0.2644
C 3.5114 0.6380 0.7839
O 4.5763 1.3527 1.4126
C 5.7746 0.7554 1.5147
O 6.2050 -0.0955 0.8003
O 6.5164 1.2913 2.4832
C 6.1654 2.4249 3.2590
H 2.7635 0.4597 1.5555
H 3.8168 -0.3424 0.4186
H 3.0575 1.2362 -0.0035
H 6.0946 2.0564 4.2801
H 5.1974 2.8709 3.0163
H 6.7982 3.3119 3.2175
C 2.7724 -3.7847 -2.6775
O 1.4158 -3.8930 -3.0225
C 0.6011 -2.8821 -2.9866
O 0.9816 -1.7593 -2.6950
O -0.6027 -3.2903 -3.3401
C -1.5885 -2.2562 -3.4322
H 3.3045 -4.7149 -2.8426
H 2.8804 -3.4727 -1.6353
H 3.2923 -3.0096 -3.2487
H -2.3854 -2.6138 -4.0738
H -1.2123 -1.3060 -3.8165
H -1.9180 -1.9905 -2.4277
C -0.9561 3.8564 -1.8443
O 0.3180 4.1782 -1.2756
C 1.3950 3.5240 -1.6083
O 1.4482 2.4545 -2.1972
O 2.4330 4.2749 -1.3336
C 3.7265 3.7232 -1.5148
H -0.9891 2.8611 -2.2842
H -1.2488 4.5492 -2.6331
H -1.7384 3.8688 -1.0923
H 3.8109 3.1284 -2.4229
H 4.0510 3.1360 -0.6537
H 4.3967 4.5777 -1.5858
C 1.4912 2.9381 2.9385
C 0.2869 1.9902 3.1267
O -0.3382 2.6239 4.2237
C 0.6121 3.2683 4.9805
O 0.3698 3.7047 6.0474
O 1.7559 3.2872 4.2719
F 0.6783 0.7422 3.4903
H 1.0899 3.7911 2.3858
H 2.3282 2.4376 2.4629
H -0.3789 1.9858 2.2660
C 0.5414 -3.3667 0.6328
C 0.2483 -2.6994 1.9477
O 1.4888 -2.0838 2.2284
C 2.4741 -2.9071 1.7344
O 3.6291 -2.8245 1.9475
O 1.9064 -3.7725 0.8611
F 0.0096 -3.6290 2.9172
H 0.5364 -2.5918 -0.1284
H -0.1626 -4.1705 0.4430
H -0.4852 -1.8976 1.9670
C -4.3715 0.7207 -1.3421
C -3.8927 0.4426 -2.7560
O -4.6311 1.3688 -3.4856
C -5.7528 1.6907 -2.7865
O -6.6486 2.3448 -3.2009
O -5.7185 1.1329 -1.5619
F -4.2894 -0.8191 -3.1839
H -3.7893 1.5885 -1.0153
H -4.1963 -0.0366 -0.5862
H -2.8443 0.5015 -3.0325
C -4.0088 -2.9012 0.0182
C -3.2732 -4.1947 -0.0930
O -4.1424 -4.8704 -1.0036
C -4.6739 -3.9573 -1.8495
O -5.2434 -4.2069 -2.8623
O -4.4607 -2.7393 -1.3252
F -3.3211 -4.9637 1.0347
H -3.4258 -2.0718 0.4195
H -4.9069 -2.9395 0.6401
H -2.2570 -4.1773 -0.4936
C -2.7791 0.8118 3.2397
Cl -4.5040 0.8465 2.7420
Cl -2.6041 0.0024 4.8143
H -2.1732 0.3330 2.4779
H -2.5059 1.8543 3.3483
```

Results of the Löwdin charge analysis, in e, for atoms 1 through 6:
1 Cd 1.4792
2 S 0.2489
3 O -0.3172
4 O -0.3192
5 O -0.5083
6 O -0.4951

***

The following is a quantum chemistry calculation of one molecule with the formula C5H4N2O, from the Open Molecules 2025 dataset.

The geometry in XYZ format:
```
12
C5H4N2O ωB97M-V with the def2-TZVPD basis set
C -0.7032 -1.1959 1.1368
C -0.5339 -1.4869 -0.2317
C 0.0788 -0.3118 -0.7221
N 0.5845 0.3405 -1.8442
C 0.9168 1.4486 -1.4843
O 0.6789 1.6668 -0.1255
N 0.4006 0.3526 0.3537
C -0.2288 0.1518 1.4923
H -1.0293 -1.8313 2.0762
H -0.7939 -2.2567 -0.7996
H 0.9778 2.3841 -2.0820
H -0.3483 0.7382 2.2303
```

**Energy above the lowest of the compared OMol25 structures with the same formula, charge and spin**: 91.5 kcal per mole

Results of the natural (NBO) charge analysis, in e, for atoms 1 through 6:
1 C -0.2480
2 C -0.3041
3 C 0.2286
4 N -0.4365
5 C 0.3483
6 O -0.3329

***

The calculation returns the following max |F| values, one per record and in order: 1.5 4.9 10.5 eV/A.
The calculation returns the following Kohn-Sham gap values, one per record and in order: 9.9711 8.5928 9.0455 eV.